Record 1
This record from the Open Molecules 2025 dataset describes an isolated molecule of C8H15FO5S. The level of theory is wB97M-V/def2-TZVPD.

- E_LUMO (eV) = 0.6
- 2S+1 = 1
- Kohn-Sham gap (eV) = 11.7137
- net charge = 0
- relative energy (zero: lowest compared OMol25 entry of this formula, charge and spin) (kcal per mole) = 0.0
- calculated total energy (eV) = -32328.8823

```
30
Properties=species:S:1:pos:R:3:mulliken_charge:R:1
C 0.78 -1.11 3.13 -1.05
C 0.48 -2.04 1.95 -0.43
C -0.82 -1.75 1.20 -0.55
O -0.71 -0.78 0.15 -0.38
C -0.30 0.48 0.50 -0.13
O -1.11 1.06 1.54 -0.31
S -2.45 1.68 0.92 1.12
O -2.54 3.02 1.37 -0.59
O -3.53 0.78 1.08 -0.57
O -1.98 1.63 -0.60 -0.36
C -0.54 1.43 -0.66 0.08
C -0.15 0.93 -2.03 0.22
F -0.30 2.00 -2.91 -0.39
C 1.28 0.44 -2.07 -0.31
C 1.73 0.13 -3.49 -1.36
H 1.47 -1.58 3.82 0.38
H -0.13 -0.87 3.68 0.26
H 1.24 -0.17 2.82 0.28
H 1.31 -2.05 1.23 0.25
H 0.39 -3.06 2.33 0.41
H -1.61 -1.44 1.89 0.33
H -1.16 -2.64 0.68 0.36
H 0.73 0.50 0.88 0.45
H -0.05 2.38 -0.45 0.39
H -0.85 0.15 -2.35 0.32
H 1.34 -0.46 -1.45 0.19
H 1.93 1.20 -1.62 0.33
H 1.88 1.04 -4.06 0.32
H 0.99 -0.48 -4.01 0.35
H 2.67 -0.43 -3.48 0.39
```

=====

Record 2
This record from the Open Molecules 2025 dataset describes the ion C8H15IN with charge +1 at a distorted geometry. The level of theory is wB97M-V/def2-TZVPD.

- E_LUMO (eV) = -3.1
- 2S+1 = 1
- Kohn-Sham gap (eV) = 9.4581
- net charge = +1
- relative energy (zero: lowest compared OMol25 entry of this formula, charge and spin) (kcal per mole) = 34.9
- calculated total energy (eV) = -18121.7068

```
25
Properties=species:S:1:pos:R:3:mulliken_charge:R:1
C -0.05 -2.32 1.46 -1.23
C 0.13 -1.12 0.64 0.33
C 1.24 -0.26 0.34 -0.82
I 3.18 -0.69 0.74 0.27
C 0.62 1.12 -0.23 1.90
C 0.23 2.11 0.89 -1.68
C 1.59 1.85 -1.17 -1.31
C -0.61 0.54 -0.91 -1.11
N -1.12 -0.45 0.02 0.13
C -1.73 -1.65 -0.76 -0.97
H 0.93 -2.89 1.43 0.40
H -0.91 -2.91 1.13 0.38
H -0.19 -1.96 2.50 0.28
H -0.42 1.67 1.73 0.31
H -0.36 2.86 0.36 0.46
H 1.09 2.60 1.34 0.42
H 2.63 1.70 -0.88 0.31
H 1.43 3.00 -1.06 0.35
H 1.53 1.48 -2.27 0.31
H -1.34 1.28 -1.27 0.30
H -0.16 -0.04 -1.81 0.45
H -1.87 -0.13 0.61 0.40
H -1.00 -2.44 -1.09 0.37
H -2.54 -2.13 -0.08 0.40
H -2.30 -1.21 -1.67 0.35
```

=====

Record 3
This record from the Open Molecules 2025 dataset describes a cluster of 3 separate species, C8H15N in total at a distorted geometry. The level of theory is wB97M-V/def2-TZVPD.

- E_LUMO (eV) = 0.4
- 2S+1 = 1
- Kohn-Sham gap (eV) = 8.2418
- net charge = 0
- relative energy (zero: lowest compared OMol25 entry of this formula, charge and spin) (kcal per mole) = 134.2
- calculated total energy (eV) = -10023.5544

```
24
Properties=species:S:1:pos:R:3:mulliken_charge:R:1
C -1.53 -0.09 0.02 1.65
C -1.87 -1.18 1.03 -1.41
C -1.09 -0.68 -1.32 -1.60
N -2.59 0.94 -0.08 -0.89
C -0.60 0.89 0.59 -0.57
C -0.54 2.01 1.17 -0.41
H -2.81 1.09 -1.06 0.23
H -1.97 1.91 0.71 0.42
H -2.22 -0.74 1.96 0.38
H -2.68 -1.80 0.62 0.35
H -1.00 -1.81 1.24 0.29
H -0.24 -1.34 -1.19 0.30
H -0.82 0.12 -2.02 0.40
H -1.93 -1.24 -1.74 0.43
H 0.17 2.56 1.75 0.39
C 2.61 0.59 -1.09 -0.97
C 2.44 -0.61 -0.22 0.10
C 2.13 -0.59 1.07 -0.86
H 2.56 -1.57 -0.71 0.35
H 3.62 0.62 -1.52 0.37
H 2.44 1.51 -0.53 0.28
H 1.92 0.56 -1.93 0.19
H 2.00 0.35 1.61 0.30
H 2.01 -1.49 1.65 0.28
```

=====

Record 4
This record from the Open Molecules 2025 dataset describes a structure of composition C8H15N2O at a distorted geometry. The level of theory is wB97M-V/def2-TZVPD.

- E_LUMO (eV) = -3.1
- 2S+1 = 1
- Kohn-Sham gap (eV) = 9.3954
- net charge = +1
- relative energy (zero: lowest compared OMol25 entry of this formula, charge and spin) (kcal per mole) = 129.5
- calculated total energy (eV) = -13555.6726

```
26
Properties=species:S:1:pos:R:3:mulliken_charge:R:1
C 2.64 1.07 -0.19 -0.48
C -1.39 -1.23 -1.31 -0.27
C 1.89 0.03 -1.10 -0.63
C 1.87 0.55 1.05 -0.37
C -1.56 1.90 0.23 -0.42
C -1.76 1.36 1.62 -0.33
C -1.41 -2.61 -0.58 -0.47
C -1.44 -0.74 0.10 0.64
N 1.36 -0.60 0.17 -0.34
N -1.63 0.48 0.54 0.11
O -1.63 -1.92 0.70 -0.39
H 3.69 0.69 -0.03 0.26
H 2.65 2.19 -0.35 0.33
H -0.56 -1.05 -2.05 0.25
H -2.46 -0.96 -1.73 0.32
H 1.14 0.43 -1.74 0.25
H 2.50 -0.56 -1.77 0.32
H 2.41 0.17 1.93 0.34
H 1.17 1.33 1.16 0.04
H -2.35 2.44 -0.29 0.27
H -0.64 2.10 -0.06 0.22
H -0.95 1.39 2.49 0.22
H -2.75 1.49 2.05 0.28
H -2.23 -3.39 -0.75 0.27
H -0.52 -3.11 -0.52 0.28
H 1.96 -1.44 0.43 0.31
```

=====

Record 5
This record from the Open Molecules 2025 dataset describes a cluster of 2 separate species, C8H15N2O2P in total at a distorted geometry. The level of theory is wB97M-V/def2-TZVPD.

- E_LUMO (eV) = 0.8
- 2S+1 = 1
- Kohn-Sham gap (eV) = 8.9358
- net charge = 0
- relative energy (zero: lowest compared OMol25 entry of this formula, charge and spin) (kcal per mole) = 78.4
- calculated total energy (eV) = -24901.2605

```
28
Properties=species:S:1:pos:R:3:mulliken_charge:R:1
C -0.64 1.37 -4.53 -0.64
C 0.71 1.25 -4.30 -0.50
C -1.37 0.86 -3.41 -0.40
C 0.81 0.69 -3.05 0.20
C -0.97 0.39 3.58 -1.07
C 0.01 -0.70 3.03 -0.31
C -0.65 -1.60 1.98 -0.81
C -1.39 -0.48 -0.11 -0.76
N -0.45 0.34 -2.62 0.14
N -0.55 -1.03 0.71 0.17
O 2.17 -0.63 -0.97 -0.65
O 3.02 1.74 -1.72 -0.56
P 2.31 0.25 -2.14 0.56
H -1.24 1.74 -5.38 0.34
H 1.53 1.53 -4.93 0.41
H -2.34 0.52 -3.34 0.39
H -1.42 0.90 2.72 0.29
H -1.94 -0.08 4.13 0.24
H -0.55 1.01 4.36 0.35
H 0.21 -1.39 3.87 0.26
H 0.91 -0.17 2.87 0.35
H -0.13 -2.57 1.94 0.34
H -1.65 -1.90 2.27 0.40
H -2.47 -0.65 0.13 0.18
H -0.81 -0.04 -1.67 0.53
H 3.97 1.70 -1.62 0.31
H 0.31 -1.24 0.24 0.20
H 3.40 0.00 -3.01 0.03
```